(1)
One molecule with the formula C5H10O2. Source: the Open Molecules 2025 dataset; level of theory: the ωB97M-V functional and the def2-TZVPD basis.

Each line ends with the Mulliken charge.
Atoms and positions in Å:
C (2.178285, -0.508947, -0.992020)  -1.220
C (1.017542, -0.842050, -0.058656)  -0.480
C (-0.085480, 0.209030, -0.119914)  0.151
O (-0.728381, 0.061646, -1.365287)  -0.546
C (-1.077038, 0.055861, 1.048143)  -0.709
C (-2.175756, 1.088354, 0.998803)  0.108
O (-2.788535, 1.360898, -0.013350)  -0.526
H (2.888391, -1.339360, -1.059064)  0.355
H (1.805123, -0.291793, -1.997332)  0.303
H (2.726347, 0.370861, -0.633764)  0.310
H (0.560780, -1.797675, -0.345912)  0.352
H (1.375749, -0.945976, 0.973686)  0.320
H (0.375173, 1.211552, -0.041408)  0.213
H (-1.559587, 0.561208, -1.323233)  0.368
H (-0.552667, 0.117705, 2.008034)  0.350
H (-1.543645, -0.937289, 0.984567)  0.316
H (-2.416302, 1.625974, 1.936707)  0.334

Forces on atoms 1 to 3 (eV/Å):
0.04 0.02 -0.04
-0.01 -0.03 0.06
0.17 -0.02 0.29

For the energy relative to the best compared isomer or geometry (same formula, charge and spin), the calculation gives 28.5 kcal/mol. The HOMO-LUMO gap is 10.882 eV. The total charge is 0. Its SMILES is CC[C@@H](O)CC=O.



(2)
A 3-piece molecular cluster, C3H14NO2 overall at a distorted geometry. Source: the Open Molecules 2025 dataset; level of theory: the ωB97M-V functional and the def2-TZVPD basis.

Each line ends with the Mulliken charge.
Atoms and positions in Å:
C (0.747334, 0.099407, -0.406173)  -0.568
C (1.915874, -0.858847, -0.383569)  -0.294
C (3.230802, -0.109169, -0.155075)  -1.305
N (-0.548520, -0.626860, -0.076882)  -0.332
H (0.891286, 0.825377, 0.391622)  0.315
H (0.554909, 0.613441, -1.343903)  0.342
H (2.004543, -1.462889, -1.287353)  0.321
H (1.791485, -1.570107, 0.441454)  0.369
H (3.533071, 0.403022, -1.070742)  0.339
H (3.167754, 0.628503, 0.644756)  0.368
H (4.041799, -0.791397, 0.091687)  0.351
H (-0.600281, -1.568035, -0.462832)  0.316
H (-0.637937, -0.684702, 0.943023)  0.415
H (-1.419268, -0.108152, -0.263038)  0.362
H (-4.062226, -0.565599, 0.861551)  0.322
H (-2.840077, 0.125826, 1.245547)  0.342
O (-3.121375, -0.758093, 0.958402)  -0.667
H (-2.486821, 2.833027, 0.113506)  0.308
H (-3.374871, 1.642875, -0.475660)  0.339
O (-2.787480, 1.932370, 0.233678)  -0.641

Forces on atoms 1 to 3 (eV/Å):
-0.53 -0.18 0.06
0.56 -0.23 0.31
0.19 0.07 -0.45

For the energy relative to the best compared isomer or geometry (same formula, charge and spin), the calculation gives 16.9 kcal/mol. The HOMO-LUMO gap is 12.451 eV. The total charge is +1.



(3)
C36H55ClO2P4W as an isolated structure at a distorted geometry. Source: the Open Molecules 2025 dataset; level of theory: the ωB97M-V functional and the def2-TZVPD basis.

Each line ends with the Löwdin spin population.
Atoms and positions in Å:
P (-0.811523, 3.064782, -2.045847)  0.000
C (-2.190864, 4.011856, -1.477881)  0.000
C (-1.945042, 5.357398, -1.152675)  0.000
H (-0.914136, 5.711605, -1.163939)  0.000
C (-3.028989, 6.214956, -0.908800)  0.000
H (-2.831879, 7.279251, -0.754450)  0.000
C (-4.338264, 5.697460, -0.929787)  0.000
H (-5.179028, 6.390327, -0.828611)  0.000
C (-4.573464, 4.324744, -1.110014)  0.000
H (-5.602640, 3.931867, -1.100617)  0.000
C (-3.499005, 3.460385, -1.343993)  0.000
H (-3.621088, 2.384082, -1.460482)  0.000
C (0.809850, 3.571498, -1.508301)  0.000
C (0.971905, 3.776739, -0.105632)  0.000
H (0.095253, 3.747931, 0.530937)  0.000
C (2.229999, 4.027151, 0.443916)  0.000
H (2.313000, 4.191979, 1.522160)  0.000
C (3.344081, 4.082904, -0.377908)  0.001
H (4.326421, 4.337827, 0.053301)  0.000
C (3.233406, 3.854558, -1.751005)  0.000
H (4.116357, 3.885045, -2.381018)  0.000
C (1.978067, 3.590662, -2.323811)  0.000
H (1.896245, 3.442807, -3.398893)  0.000
C (-0.848418, 2.562996, -3.753353)  0.000
C (-1.134348, 3.590342, -4.677980)  0.000
H (-1.322218, 4.588830, -4.274779)  0.000
C (-1.101683, 3.331537, -6.044576)  0.000
H (-1.259366, 4.143846, -6.763644)  0.000
C (-0.847880, 2.024291, -6.486856)  0.000
H (-0.843121, 1.796850, -7.549949)  0.000
C (-0.565747, 0.997775, -5.565021)  0.000
H (-0.396805, -0.036695, -5.893595)  0.000
C (-0.490003, 1.270881, -4.205272)  0.000
H (-0.150077, 0.543696, -3.454819)  0.000
W (-0.764398, -0.845053, 0.704183)  0.712
C (1.268129, -1.393628, 0.790326)  -0.021
C (2.184882, -0.835580, -0.071375)  0.102
H (1.549839, -2.086853, 1.588549)  -0.003
C (1.596128, 0.087735, -1.172585)  0.008
O (2.341497, -0.309535, -2.441363)  0.000
H (2.185125, 0.313587, -3.179619)  0.000
C (0.183633, -0.246987, -1.081353)  0.000
H (1.852542, 1.125983, -0.920173)  0.000
C (-1.094922, 0.202751, -0.876445)  0.003
Cl (-3.059895, -0.178109, 0.859245)  0.107
P (-1.199191, -2.715001, -0.706186)  0.031
P (-0.308289, 0.373301, 2.966386)  0.008
C (-2.737522, -3.318226, -0.078204)  0.011
H (-3.533303, -2.583482, -0.190353)  0.001
H (-2.592169, -3.522385, 0.987604)  -0.001
H (-2.984380, -4.238179, -0.616108)  0.001
C (-1.264996, -2.414919, -2.491941)  0.001
H (-0.311498, -2.012936, -2.871691)  0.000
H (-2.058494, -1.699707, -2.751202)  0.000
H (-1.469661, -3.379035, -2.978123)  0.000
C (0.116987, -3.867037, -0.344724)  0.013
H (0.129863, -4.080478, 0.724990)  0.004
H (1.098627, -3.474294, -0.644552)  -0.001
H (-0.105727, -4.776713, -0.917968)  0.001
C (-1.307613, -0.697530, 4.047126)  0.010
H (-0.780157, -1.663299, 4.114133)  0.004
H (-2.263106, -0.919675, 3.548414)  0.001
H (-1.508281, -0.290045, 5.058065)  0.000
C (1.419121, 0.358093, 3.534881)  -0.002
H (2.048431, 0.834265, 2.769897)  0.000
H (1.761131, -0.678925, 3.614476)  0.000
H (1.607015, 0.854087, 4.502560)  -0.001
C (-0.945783, 2.103660, 3.042717)  0.004
H (-1.966334, 2.132700, 2.610359)  0.000
H (-0.297968, 2.768380, 2.434566)  0.000
H (-0.967441, 2.478758, 4.091582)  0.000
P (3.932188, -1.268880, 0.152731)  0.016
C (4.085117, -2.377775, 1.563652)  0.000
C (4.880633, 0.226527, 0.389853)  0.004
H (3.420257, -3.251305, 1.444759)  0.000
H (3.846170, -1.850088, 2.504121)  0.000
H (5.134930, -2.716660, 1.592572)  0.000
H (4.532435, 1.000178, -0.315051)  0.000
H (5.932726, -0.022255, 0.196469)  0.000
H (4.759325, 0.578765, 1.423369)  0.000
C (4.385144, -2.108474, -1.347479)  0.006
H (4.090638, -3.164912, -1.295526)  0.000
H (5.469350, -1.996105, -1.434804)  0.001
H (3.843140, -1.600341, -2.163617)  0.000
H (-1.902934, 0.661350, -1.567520)  -0.002
C (-1.068860, -5.935947, 2.904048)  0.083
C (-1.437225, -4.593648, 3.573937)  0.088
C (-2.960626, -4.482278, 3.752649)  0.025
C (-0.791403, -4.526938, 4.975220)  0.016
O (-1.012031, -3.570753, 2.804647)  0.756
H (-1.415540, -6.823189, 3.452194)  0.009
H (0.021680, -5.985075, 2.800602)  0.000
H (-1.492959, -5.947492, 1.895050)  0.000
H (-3.370894, -5.243973, 4.424713)  0.003
H (-3.192526, -3.487197, 4.145563)  -0.001
H (-3.440675, -4.566188, 2.774547)  0.000
H (0.296922, -4.566241, 4.879837)  0.000
H (-1.045069, -3.579999, 5.463097)  0.000
H (-1.140726, -5.358961, 5.597467)  0.001

Forces on atoms 1 to 3 (eV/Å):
0.27 -2.96 1.21
-0.49 1.17 0.36
-0.98 0.07 -0.31

Its spin multiplicity is 3. For the energy relative to the best compared isomer or geometry (same formula, charge and spin), the calculation gives 0.0 kcal/mol. The HOMO-LUMO gap (spin up / spin down) is 5.086 / 4.097 eV. The total charge is +2. The expectation value of S² is 2.020.



(4)
One molecule with the formula CH4N6 at a distorted geometry. Source: the Open Molecules 2025 dataset; level of theory: the ωB97M-V functional and the def2-TZVPD basis.

Each line ends with the Mulliken charge.
Atoms and positions in Å:
C (-0.063424, -0.536447, 0.953028)  -0.572
N (1.576614, -0.231975, -2.894028)  -0.369
N (1.075105, -0.519070, -1.692653)  -0.233
N (1.164546, 0.869132, -3.325862)  0.059
N (0.327407, 0.321790, -1.156255)  0.796
N (0.494673, 1.621639, -2.571740)  -0.238
N (-0.312914, 0.400614, -0.104131)  -0.516
H (-0.980906, -0.609130, 1.531998)  0.260
H (0.222787, -1.518068, 0.564688)  0.287
H (0.737422, -0.156172, 1.592721)  0.263
H (-0.285244, 2.151211, -2.924223)  0.261

Forces on atoms 1 to 3 (eV/Å):
0.56 -0.38 0.23
0.98 -0.21 -0.80
-0.07 -1.44 1.68

For the energy relative to the best compared isomer or geometry (same formula, charge and spin), the calculation gives 94.5 kcal/mol. The HOMO-LUMO gap (spin up / spin down) is 8.396 / 8.397 eV. The total charge is 0. Its SMILES is [H]/N=N/N=N\N=N/C.